# 1
The following is a quantum chemistry calculation of a cluster of 3 separate species, C5H15NO2 in total, from OMol25.

Last column: natural (NBO) charge in e.
CARTESIAN COORDINATES (ANGSTROEM)
C1 0.12 2.44 -0.89  -0.58
C2 1.53 1.86 -1.31  -0.42
C3 1.91 0.87 -0.19  -0.29
C4 1.07 0.00 0.36  -0.01
N1 1.33 -0.54 1.65  -0.63
C5 0.93 -1.90 1.92  -0.41
H1 0.13 2.82 0.14  0.21
H2 -0.23 3.04 -1.66  0.20
H3 -0.44 1.47 -0.84  0.19
H4 2.24 2.71 -1.17  0.19
H5 1.52 1.74 -2.35  0.21
H6 2.84 0.99 0.38  0.19
H7 0.20 -0.48 -0.08  0.20
H8 2.28 -0.27 2.07  0.37
H9 1.02 -2.18 2.91  0.20
H10 1.37 -2.59 1.23  0.17
H11 -0.25 -2.02 1.71  0.20
O1 -2.42 -1.31 0.54  -0.97
H12 -2.99 -2.04 0.75  0.48
H13 -2.63 -0.44 1.30  0.50
O2 -2.89 -0.74 -2.02  -0.94
H14 -2.37 -0.50 -1.31  0.48
H15 -2.88 -1.65 -2.13  0.46

Computed properties:
Lowest unoccupied orbital energy (eV): 0.27
Structure (SMILES): CC/C=C/NC.O.O
Multiplicity: 1
E (eV): -11010.441

***

# 2
The following is a quantum chemistry calculation of an isolated molecule of C6H13NO, from OMol25.

Last column: natural (NBO) charge in e.
CARTESIAN COORDINATES (ANGSTROEM)
C1 -1.93 -1.08 -0.78  -0.61
C2 -0.50 -1.51 -1.08  -0.52
C3 0.57 -1.32 -0.01  0.69
O1 1.17 -2.27 0.44  -0.63
N1 0.88 -0.02 0.32  -0.44
C4 1.98 0.18 1.26  -0.42
C5 0.38 1.18 -0.35  -0.21
C6 -0.59 1.96 0.51  -0.63
H1 -2.14 -0.07 -1.13  0.20
H2 -2.18 -1.21 0.27  0.22
H3 -2.62 -1.78 -1.26  0.22
H4 -0.46 -2.60 -1.20  0.24
H5 -0.05 -1.19 -2.03  0.22
H6 2.64 0.94 0.85  0.19
H7 2.53 -0.75 1.39  0.24
H8 1.64 0.43 2.26  0.19
H9 1.24 1.78 -0.63  0.19
H10 -0.16 0.79 -1.21  0.21
H11 -0.14 2.24 1.47  0.21
H12 -1.47 1.37 0.74  0.21
H13 -0.78 2.95 0.16  0.22

Computed properties:
Lowest unoccupied orbital energy (eV): 0.95
Structure (SMILES): CCC(=O)N(C)CC
Multiplicity: 1
E (eV): -9970.432

***

# 3
The following is a quantum chemistry calculation of the ion C3H6NO2S2 with charge -1, from OMol25.

Last column: natural (NBO) charge in e.
CARTESIAN COORDINATES (ANGSTROEM)
C1 -0.44 -0.96 -0.62  -0.21
C2 -1.27 -0.73 0.74  -0.53
C3 -0.27 1.38 -0.44  -0.33
N1 0.40 0.15 -0.63  -0.72
O1 2.18 -0.83 1.19  -1.03
O2 2.82 1.14 0.03  -1.03
S1 -1.77 1.01 0.54  0.04
S2 2.29 -0.20 -0.14  1.64
H1 0.09 -1.93 -0.65  0.20
H2 -1.21 -1.00 -1.40  0.15
H3 -2.10 -1.31 1.05  0.20
H4 -0.58 -0.55 1.45  0.22
H5 0.31 1.93 0.26  0.22
H6 -0.46 1.91 -1.40  0.17

Computed properties:
Lowest unoccupied orbital energy (eV): 3.41
Multiplicity: 1
E (eV): -30464.050
Charge: -1

***

# 4
The following is a quantum chemistry calculation of a structure of composition C6H10, from OMol25.

Last column: natural (NBO) charge in e.
CARTESIAN COORDINATES (ANGSTROEM)
C1 0.44 1.94 0.38  -0.32
C2 1.13 -0.15 0.42  -0.20
C3 0.41 -1.21 0.76  -0.24
C4 -1.04 -1.11 0.33  -0.43
C5 -1.08 0.13 -0.58  -0.44
C6 0.25 0.79 -0.27  -0.06
H1 -0.41 2.43 0.82  0.20
H2 1.44 2.25 0.64  0.20
H3 2.17 0.07 0.63  0.22
H4 1.03 -0.77 -1.86  0.00
H5 0.81 -2.04 1.33  0.21
H6 -1.69 -0.99 1.21  0.21
H7 -1.37 -2.02 -0.19  0.21
H8 -1.89 0.83 -0.35  0.21
H9 -1.20 -0.17 -1.63  0.23
H10 0.99 0.01 -1.73  0.01

Computed properties:
Lowest unoccupied orbital energy (eV): 0.99
Multiplicity: 1
E (eV): -6380.266

***

Ordered energy above the lowest of the compared OMol25 structures with the same formula, charge and spin results: 80.83, 17.13, 44.53, 82.86; unit kcal/mol.